Entry from OMol25: a structure of composition C41H29N7O8PrS in a non-equilibrium geometry (the ωB97M-V functional and the def2-TZVPD basis).

Geometry as XYZ:
```
87
Properties=species:S:1:pos:R:3:forces:R:3:lowdin_spin:R:1
Pr 0.1930 0.0541 -0.2411 0.09 1.99 0.10 2.024
O 3.5911 -0.1098 -2.9388 0.04 -0.10 0.03 -0.001
C 2.9728 0.0706 -1.8898 0.09 0.25 0.14 -0.001
N 2.0450 0.9863 -1.5864 0.04 0.11 -0.20 -0.004
C 1.9222 2.1377 -2.3919 0.19 -0.38 0.00 0.000
C 3.0069 2.7100 -3.0600 0.08 0.09 0.06 0.000
C 2.8852 3.9296 -3.7076 0.01 -0.08 0.03 0.000
C 1.6661 4.5904 -3.6951 -0.07 -0.04 0.05 0.000
C 0.5739 4.0118 -3.0634 0.00 0.07 -0.01 0.000
C 0.6775 2.7723 -2.4244 -0.36 -0.02 -0.02 0.000
N -0.3918 2.1286 -1.7436 0.25 -0.13 0.08 -0.004
C -1.6295 2.3975 -2.1582 -0.14 0.04 -0.04 0.000
O -2.0236 3.0422 -3.1418 0.07 -0.06 -0.01 0.000
C -2.7404 1.8706 -1.2675 0.16 -0.03 0.05 0.000
C -4.0403 1.8704 -1.7725 -0.06 0.02 -0.01 0.000
C -5.0758 1.4748 -0.9555 -0.01 0.01 0.01 0.000
C -4.7904 1.1464 0.3668 -0.04 0.00 -0.04 0.000
C -3.4741 1.1825 0.7766 0.20 0.11 0.09 0.000
N -2.4473 1.4940 -0.0263 -0.25 -0.06 0.00 -0.001
C 3.3870 -0.7695 -0.6809 0.11 0.31 -0.06 0.000
C 4.3392 -1.7650 -0.8495 0.04 -0.06 0.06 0.000
C 4.8808 -2.3615 0.2726 -0.04 -0.01 0.01 0.000
C 4.4801 -1.9149 1.5270 0.09 -0.05 -0.06 0.000
C 3.5069 -0.9370 1.5955 -0.17 0.08 0.06 0.000
N 2.9402 -0.3870 0.5196 -0.09 -0.20 -0.03 -0.001
H 3.9541 2.1901 -3.0515 -0.03 0.01 -0.03 0.000
H 3.7407 4.3574 -4.2192 -0.01 -0.01 0.03 0.000
H 1.5554 5.5498 -4.1885 -0.02 -0.02 0.02 0.000
H -0.3789 4.5157 -3.0730 0.01 -0.01 -0.02 0.000
H -4.1801 2.1981 -2.7921 0.00 -0.01 0.00 0.000
H -6.0946 1.4487 -1.3241 0.00 0.00 0.00 0.000
H -5.5676 0.8728 1.0690 0.01 0.02 -0.01 0.000
H -3.2317 0.9717 1.8118 0.04 -0.05 -0.02 0.000
H 4.6211 -2.0255 -1.8591 0.00 -0.01 0.02 0.000
H 5.6126 -3.1555 0.1779 0.00 0.03 0.01 0.000
H 4.8973 -2.3267 2.4376 0.00 0.01 -0.03 0.000
H 3.1558 -0.5756 2.5541 -0.04 -0.02 -0.02 0.000
O -3.5993 -2.5928 -1.8137 -0.05 0.06 -0.18 0.000
C -2.7384 -1.7799 -1.1905 -0.09 -0.11 0.50 0.000
O -2.1356 -0.8993 -1.7391 0.04 0.03 -0.17 0.000
C -2.6439 -2.0133 0.2891 0.03 0.06 -0.32 0.000
C -3.4697 -2.8680 0.9797 -0.14 -0.19 0.17 0.000
C -3.3837 -2.8613 2.3722 -0.09 -0.09 -0.12 0.001
C -2.5541 -1.9518 2.9914 0.03 -0.01 0.15 0.000
C -1.7649 -1.1180 2.2052 -0.24 0.20 -0.17 0.000
N -1.7726 -1.2058 0.8838 -0.31 -0.05 0.35 -0.002
C -1.0621 0.1112 2.7898 0.33 -0.07 0.07 0.000
O -1.3915 0.4142 3.9330 0.11 0.02 0.02 0.000
O -0.2544 0.7105 2.0103 -0.11 -0.30 0.12 -0.005
H -3.5780 -2.3341 -2.7488 -0.03 -0.06 0.01 0.000
H -4.1632 -3.5020 0.4445 0.01 0.01 0.04 0.000
H -4.0061 -3.5248 2.9599 0.00 0.00 -0.02 0.000
H -2.5185 -1.8342 4.0658 0.01 0.01 -0.03 0.000
C -3.2955 -6.9281 -3.1432 0.01 0.04 0.01 0.000
C -2.2973 -5.8735 -2.7392 -0.04 -0.06 0.00 0.000
C -2.1071 -5.5625 -1.3977 0.00 -0.03 0.02 0.000
C -1.1859 -4.6018 -1.0093 -0.01 0.02 -0.08 0.000
C -0.4412 -3.9387 -1.9730 -0.07 -0.13 -0.09 0.000
C -0.6000 -4.2502 -3.3200 -0.07 0.13 0.07 0.000
C -1.5348 -5.2027 -3.6933 0.00 0.04 -0.03 0.000
S 0.8098 -2.7560 -1.5308 0.03 -0.48 0.00 0.000
O 0.3810 -1.4695 -2.0851 0.17 -0.45 -0.33 -0.003
O 2.0183 -3.3026 -2.0817 0.11 0.02 -0.13 0.000
N 0.7558 -2.5354 0.0284 0.41 -0.87 0.27 -0.002
C 1.2979 -3.5389 0.8718 0.00 0.19 -0.22 0.000
C 1.7540 -4.7755 0.4466 -0.03 0.05 0.00 0.000
C 2.3030 -5.7267 1.3300 -0.03 0.03 -0.11 0.000
C 2.4223 -5.4731 2.6612 -0.01 0.05 0.07 0.000
C 1.9708 -4.2280 3.1548 0.00 0.02 0.03 0.000
C 2.0896 -3.8815 4.5207 0.02 -0.06 -0.02 0.000
C 1.6696 -2.6609 4.9514 -0.02 0.05 0.04 0.000
C 1.1025 -1.7774 4.0086 -0.06 0.01 -0.03 0.000
N 0.9616 -2.0689 2.7411 -0.07 0.02 -0.03 0.000
C 1.3964 -3.2700 2.2833 -0.08 0.12 -0.04 0.000
H -4.2969 -6.6814 -2.7834 0.03 0.00 -0.01 0.000
H -3.0266 -7.8983 -2.7203 -0.01 0.01 -0.01 0.000
H -3.3416 -7.0340 -4.2269 0.00 0.00 0.02 0.000
H -2.6889 -6.0796 -0.6409 0.02 0.02 -0.02 0.000
H -1.0426 -4.3680 0.0361 0.00 0.01 0.02 0.000
H 0.0010 -3.7377 -4.0631 -0.03 -0.04 0.04 0.000
H -1.6709 -5.4339 -4.7447 0.01 0.00 0.04 0.000
H 1.7325 -5.0235 -0.6015 0.00 -0.03 -0.05 0.000
H 2.6473 -6.6711 0.9248 -0.02 0.03 -0.02 0.000
H 2.8582 -6.1951 3.3422 -0.01 0.03 0.00 0.000
H 2.5251 -4.6005 5.2073 -0.01 0.01 -0.03 0.000
H 1.7513 -2.3632 5.9890 0.01 0.00 -0.03 0.000
H 0.7483 -0.8004 4.3268 0.00 -0.03 -0.02 0.000
```
Positions in Å, forces in eV/Å.

Summary:
Charge ... -1
Strongest force on any atom ... 1.99 eV/A
Kohn-Sham gap (spin up / spin down) ... 5.81 / 5.81 eV
Relative energy (zero: lowest compared OMol25 entry of this formula, charge and spin) ... 35.51 kJ/mol
⟨S²⟩ ... 2.00
Spin multiplicity ... 3